No. 1
The following is a quantum chemistry calculation of 12 unconnected molecules or ions with the total composition C70H69F2NO4, from OMol25.

ORCA input file:
```
! wB97M-V def2-TZVPD RIJCOSX def2/J DEFGRID3
* xyz 0 1
O 4.188 -3.998 -3.250
C 4.239 -4.155 -4.396
O 3.243 -4.915 -5.018
C 2.300 -4.096 -5.689
N 1.593 -3.225 -4.686
C 0.185 -3.526 -4.759
O -0.327 -4.040 -3.877
F -0.530 -3.266 -5.851
C 1.860 -1.838 -4.883
O 1.458 -1.144 -5.710
F 2.688 -1.334 -3.968
H 5.037 -3.723 -5.032
H 1.559 -4.791 -6.108
H 2.744 -3.470 -6.482
C 1.336 -0.789 1.504
C 1.355 -0.279 0.213
C 1.901 -1.029 -0.821
C 2.430 -2.287 -0.563
C 2.419 -2.792 0.730
C 1.871 -2.045 1.764
H 0.905 -0.207 2.310
H 0.944 0.703 0.012
H 1.913 -0.634 -1.828
H 2.853 -2.872 -1.370
H 2.838 -3.771 0.933
H 1.861 -2.440 2.772
C 8.141 -2.816 0.223
C 7.075 -3.314 -0.513
C 5.914 -2.565 -0.652
C 5.818 -1.316 -0.050
C 6.882 -0.821 0.694
C 8.044 -1.570 0.829
H 9.050 -3.398 0.326
H 7.148 -4.289 -0.981
H 5.085 -2.953 -1.228
H 4.913 -0.729 -0.160
H 6.805 0.150 1.168
H 8.874 -1.183 1.408
C 0.308 -3.089 -9.623
C 0.583 -2.212 -8.582
C 0.173 -0.890 -8.660
C -0.511 -0.441 -9.783
C -0.779 -1.315 -10.829
C -0.371 -2.640 -10.748
H 0.624 -4.124 -9.558
H 1.116 -2.558 -7.710
H 0.385 -0.208 -7.847
H -0.833 0.591 -9.844
H -1.307 -0.964 -11.707
H -0.581 -3.323 -11.563
C -0.087 2.768 5.588
C 0.484 4.021 5.766
C 1.704 4.319 5.172
C 2.354 3.362 4.403
C 1.787 2.106 4.233
C 0.566 1.809 4.824
H -1.041 2.537 6.047
H -0.022 4.767 6.367
H 2.149 5.298 5.307
H 3.304 3.595 3.938
H 2.297 1.358 3.639
H 0.123 0.829 4.690
C -4.108 -0.480 5.844
C -5.278 -0.267 6.562
C -5.731 1.028 6.784
C -5.011 2.109 6.292
C -3.836 1.895 5.582
C -3.386 0.601 5.357
H -3.759 -1.490 5.665
H -5.838 -1.110 6.947
H -6.645 1.194 7.341
H -5.365 3.119 6.463
H -3.272 2.738 5.203
H -2.471 0.435 4.800
C -5.583 -1.612 1.470
C -5.303 -0.751 2.524
C -5.702 0.577 2.461
C -6.378 1.046 1.342
C -6.650 0.188 0.284
C -6.254 -1.142 0.349
H -5.278 -2.650 1.522
H -4.775 -1.115 3.394
H -5.486 1.246 3.286
H -6.691 2.082 1.294
H -7.172 0.555 -0.591
H -6.468 -1.812 -0.475
C 5.819 4.137 5.495
C 6.392 5.389 5.673
C 7.612 5.686 5.078
C 8.260 4.728 4.309
C 7.691 3.473 4.138
C 6.470 3.178 4.730
H 4.865 3.908 5.954
H 5.888 6.135 6.275
H 8.057 6.664 5.214
H 9.210 4.960 3.843
H 8.199 2.724 3.543
H 6.024 2.199 4.596
C 12.273 -2.835 -0.362
C 13.455 -2.637 0.340
C 14.472 -3.579 0.267
C 14.307 -4.722 -0.504
C 13.122 -4.925 -1.199
C 12.105 -3.981 -1.130
H 11.481 -2.097 -0.310
H 13.583 -1.747 0.943
H 15.395 -3.423 0.812
H 15.102 -5.456 -0.563
H 12.991 -5.819 -1.796
H 11.182 -4.138 -1.674
C 4.059 1.756 -9.967
C 2.886 1.045 -10.188
C 2.940 -0.305 -10.508
C 4.168 -0.944 -10.612
C 5.342 -0.232 -10.400
C 5.288 1.117 -10.076
H 4.015 2.807 -9.711
H 1.927 1.544 -10.109
H 2.026 -0.859 -10.676
H 4.211 -1.998 -10.859
H 6.301 -0.729 -10.487
H 6.203 1.673 -9.909
C -12.627 1.488 2.040
C -11.802 1.736 0.951
C -10.427 1.577 1.071
C -9.877 1.173 2.280
C -10.702 0.934 3.372
C -12.077 1.089 3.252
H -13.700 1.606 1.946
H -12.230 2.053 0.008
H -9.783 1.767 0.220
H -8.805 1.047 2.372
H -10.273 0.624 4.317
H -12.721 0.900 4.103
C -16.449 3.497 6.019
C -15.624 3.745 4.929
C -14.250 3.585 5.048
C -13.700 3.181 6.258
C -14.524 2.941 7.349
C -15.899 3.098 7.230
H -17.522 3.615 5.924
H -16.053 4.062 3.986
H -13.606 3.775 4.197
H -12.628 3.054 6.349
H -14.095 2.632 8.294
H -16.542 2.909 8.080
*
```

Results
- DFT total energy (Ha) = -3264.167078
- M (g/mol) = 1026.3
- LUMO energy (eV) = 0.15
- HOMO-LUMO gap (eV) = 9.23
- strongest force on any atom (eV/A) = 4.153
- HOMO (eV) = -9.09
- structure (SMILES) = O=COCN(C(=O)F)C(=O)F.c1ccccc1.c1ccccc1.c1ccccc1.c1ccccc1.c1ccccc1.c1ccccc1.c1ccccc1.c1ccccc1.c1ccccc1.c1ccccc1.c1ccccc1

---

No. 2
The following is a quantum chemistry calculation of a molecular structure, C4H4O3, from OMol25.

ORCA input file:
```
! wB97M-V def2-TZVPD RIJCOSX def2/J DEFGRID3
* xyz 0 1
C 0.788 1.235 1.163
C 0.089 0.336 0.219
O 0.741 0.000 -0.837
C -1.305 -0.880 -0.413
O -2.472 -0.825 -0.144
C -0.224 -0.986 -1.389
O -0.372 -2.016 -0.466
H 0.124 2.060 1.441
H 1.746 1.609 0.787
H 0.951 0.656 2.082
H -0.066 -1.189 -2.444
*
```

Results
- DFT total energy (Ha) = -380.374250
- M (g/mol) = 100.1
- LUMO energy (eV) = -0.06
- energy above the lowest of the compared OMol25 structures with the same formula, charge and spin (kcal per mole) = 108.4
- HOMO-LUMO gap (eV) = 9.27
- strongest force on any atom (eV/A) = 0.589
- HOMO (eV) = -9.33